{
  "formula": "C4H14N2OS",
  "method": "ωB97M-V with the def2-TZVPD basis set",
  "elements": ["C", "O", "H", "H", "C", "N", "H", "H", "H", "C", "H", "H", "S", "H", "H", "N", "C", "H", "H", "H", "H", "H"],
  "coordinates": [[0.0069, 0.4044, -1.0695], [-2.9908, 1.3904, 1.1420], [0.3899, -2.6469, 2.4851], [-3.3010, 0.5758, 0.7589], [1.2867, -0.9298, 0.4574], [-0.3204, -2.3981, 1.8049], [-0.0221, 1.9118, -2.8444], [-2.5679, 1.8423, 0.3971], [1.8470, -1.0189, 1.4023], [0.5012, 1.6386, -1.9186], [2.0582, -1.1396, -0.2942], [1.6556, 3.2464, -0.4104], [0.4027, 3.1059, -0.8042], [-1.0530, 0.6690, -0.9692], [0.7599, -3.0176, 0.1166], [0.6268, 0.3734, 0.2541], [0.2675, -2.1102, 0.5011], [-0.5719, -1.9930, -0.1968], [1.5026, 1.4672, -2.3455], [0.0393, 0.6633, 1.0190], [-0.7450, -1.5364, 2.1403], [0.2278, -0.4979, -1.6260]],
  "smiles": "NCCNCCS.O",
  "e_homo_ev": -8.576,
  "relative_energy_kj_mol": 101.4,
  "molar_mass_da": 138.236,
  "spin_multiplicity": 1
}


{
  "formula": "C4H14N3",
  "method": "ωB97M-V with the def2-TZVPD basis set",
  "elements": ["H", "H", "C", "N", "H", "C", "H", "H", "H", "H", "H", "H", "H", "C", "H", "N", "H", "H", "H", "N", "C"],
  "coordinates": [[0.9477, 0.3902, 0.8630], [0.5113, -2.2143, -1.5302], [0.9157, -0.2380, -1.6519], [1.1948, -1.5014, -1.3184], [-0.3998, -0.6123, 2.1041], [-1.3561, -0.5707, 1.5838], [1.7181, -1.6426, -0.4656], [2.7223, 0.3074, 0.5878], [-2.1362, 1.4400, 1.3761], [-0.4586, 0.7518, -2.8484], [1.8950, 1.8794, 0.6671], [1.3860, 1.6216, -1.5660], [0.1615, -0.7221, -3.4762], [-2.3021, 0.5571, 1.9841], [-2.1250, 0.8236, 3.0263], [1.6764, 0.7547, -1.1245], [-3.3440, 0.2541, 1.9365], [-1.7871, -1.5611, 1.7501], [-1.2194, -0.5485, 0.4967], [0.1997, -0.0097, -2.7600], [1.8000, 0.8407, 0.3656]],
  "e_homo_ev": -14.947,
  "relative_energy_kj_mol": 63.3,
  "molar_mass_da": 104.177,
  "total_charge": 1,
  "spin_multiplicity": 1
}


| no. | electronic energy (Eh) |
| --- | --- |
| 1 | -743.69522 |
| 2 | -324.84073 |